Record 1
Density functional theory data (ωB97M-V/def2-TZVPD) for C39H56NO9P2PdSTe as an isolated structure in a non-equilibrium geometry.

Structure (ORCA input):
```
! RIJCOSX wB97M-V def2-TZVPD def2/J DEFGRID3
* xyz -1 1
Pd 0.85027 -0.30798 -0.87219
O 3.38886 2.29159 0.91172
C 2.68312 1.59289 0.19698
O 2.05277 0.54124 0.55319
C 2.51424 2.01213 -1.25230
C 3.53348 2.74341 -1.89240
C 3.35032 3.11620 -3.18492
C 2.12680 2.82072 -3.83045
C 1.84630 3.22946 -5.15433
C 0.63547 2.95206 -5.72211
C -0.34592 2.25525 -4.98659
C -0.09745 1.83868 -3.71069
C 1.15085 2.10458 -3.10812
N 1.38465 1.68497 -1.82660
H 4.42475 2.97421 -1.32744
H 4.11698 3.65732 -3.72819
H 2.60826 3.76713 -5.70657
H 0.42705 3.26149 -6.73831
H -1.29612 2.02384 -5.45091
H -0.82298 1.26354 -3.15246
C 3.70252 -2.86651 3.54169
C 3.30682 -1.97963 2.38196
O 1.96005 -2.27541 1.97407
P 1.69610 -3.11871 0.64539
O 2.72883 -2.98092 -0.39830
Te -0.50622 -2.40695 0.01380
O 1.65282 -4.62666 1.23096
C 1.82614 -5.71089 0.30371
C 0.50705 -6.42365 0.08445
H 4.68919 -2.57751 3.91207
H 3.73601 -3.91256 3.23484
H 2.98280 -2.77191 4.35714
H 3.97350 -2.10744 1.52832
H 3.30710 -0.92354 2.65210
H 2.56411 -6.37967 0.74932
H 2.23226 -5.32933 -0.63519
H 0.14332 -6.86034 1.01594
H 0.62945 -7.22030 -0.65357
H -0.23841 -5.72157 -0.29160
O -0.76209 0.80680 1.27098
P -1.49079 1.92542 1.92988
C -0.91669 2.36304 3.62422
C -1.32669 1.35549 4.71446
C -0.54465 0.04237 4.62339
C 0.95098 0.31954 4.75616
C 1.40339 1.28701 3.66691
C 0.60602 2.59584 3.71102
C -1.11709 3.46486 0.98135
C -1.17166 3.32939 -0.55770
C -2.40041 3.91109 -1.25370
C -2.73170 5.31266 -0.74105
C -2.87869 5.33409 0.78101
C -1.60068 4.84273 1.46096
C -3.27276 1.47981 2.16015
C -3.34228 -0.04717 2.45603
C -4.59270 -0.68613 1.85235
C -4.55584 -0.59592 0.32022
C -3.97035 0.75215 -0.14766
C -4.14978 1.80881 0.94094
H -1.43294 3.30397 3.84495
H -2.40291 1.18112 4.70463
H -1.10503 1.82434 5.68166
H -0.72691 -0.43822 3.65759
H -0.88596 -0.64517 5.40225
H 1.51646 -0.61390 4.68890
H 1.15289 0.74623 5.74852
H 1.27005 0.81975 2.68929
H 2.46784 1.51359 3.75304
H 0.96373 3.26946 2.92983
H 0.79669 3.10452 4.66485
H -0.04329 3.42289 1.19976
H -1.00583 2.28796 -0.83627
H -0.29845 3.87093 -0.94565
H -3.26850 3.26099 -1.13712
H -2.19756 3.94348 -2.32751
H -3.63939 5.68970 -1.21916
H -1.92094 5.99638 -1.02014
H -3.73389 4.72367 1.08396
H -3.09388 6.35046 1.12133
H -1.71125 4.87335 2.54560
H -0.80861 5.56254 1.22311
H -3.64343 2.04666 3.02122
H -3.30241 -0.23254 3.52887
H -2.46750 -0.53682 2.02109
H -5.49145 -0.19631 2.24125
H -4.65363 -1.73105 2.16295
H -5.56388 -0.73134 -0.08083
H -3.94757 -1.41234 -0.07391
H -4.44446 1.07268 -1.07811
H -2.90247 0.63945 -0.35935
H -5.19920 1.83503 1.25294
H -3.92615 2.80374 0.57137
C 1.82095 -7.22748 -3.43296
C 1.67677 -5.72576 -3.48327
C 2.80265 -4.91585 -3.61919
C 2.69069 -3.53712 -3.63856
C 1.43846 -2.95121 -3.52873
C 0.30649 -3.73555 -3.38590
C 0.43113 -5.12003 -3.36583
S 1.31795 -1.18028 -3.59215
O 1.13631 -0.79806 -4.97054
O 2.52972 -0.67156 -2.98493
O 0.11281 -0.84366 -2.72240
H 2.42777 -7.53318 -2.57738
H 2.31156 -7.60661 -4.33175
H 0.84826 -7.71226 -3.34659
H 3.78359 -5.37387 -3.69007
H 3.56614 -2.90416 -3.69798
H -0.65898 -3.26470 -3.26592
H -0.45316 -5.73496 -3.24105
*
```

The LUMO energy (alpha / beta) comes out at 0.0770 / 0.0770 hartree. The energy above the lowest of the compared OMol25 structures with the same formula, charge and spin comes out at 11.0 kcal/mol. As for the total energy: -101463.6560 eV. For the orbital gap (alpha / beta), the calculation gives 6.68 / 6.68 eV.

Results of the Löwdin charge analysis, in e, for atoms 1 through 2: atom 1 (Pd): 0.715, atom 2 (O): 0.042

***

Record 2
Density functional theory data (ωB97M-V/def2-TZVPD) for C39H57AsCuN6OPSi4 as an isolated structure.

Structure (ORCA input):
```
! RIJCOSX wB97M-V def2-TZVPD def2/J DEFGRID3
* xyz 0 1
Cu -0.88354 -0.00576 0.60596
C -5.67113 2.33419 1.82578
N -4.37953 2.29596 1.16613
C -4.09541 2.82314 -0.06451
C -2.80112 2.48309 -0.33568
N -2.28815 1.75898 0.69990
C -3.25183 1.65691 1.59394
P -3.12658 0.84965 3.21736
C -1.36075 1.13582 3.52217
N -0.36021 0.82691 2.71972
C 0.77877 1.17081 3.37832
C 0.46637 1.70574 4.59749
N -0.89804 1.68203 4.68513
C -1.68221 2.13442 5.81952
C -3.02354 -0.90112 2.74513
N -2.05422 -1.43318 2.02953
C -2.28258 -2.77286 2.00606
C -3.41360 -3.06090 2.71827
N -3.88164 -1.86606 3.19106
C -5.10269 -1.67566 3.95093
H -6.27734 3.10613 1.35859
H -5.54841 2.57050 2.88088
H -6.18601 1.37794 1.72941
H -4.83160 3.36573 -0.63214
H -2.22210 2.69122 -1.21887
H 1.74583 1.00332 2.94187
H 1.07897 2.09075 5.39450
H -1.00985 2.59104 6.54114
H -2.19600 1.30018 6.29533
H -2.41808 2.87361 5.50870
H -1.62595 -3.44243 1.47740
H -3.92777 -3.98624 2.91329
H -5.42965 -2.64039 4.33031
H -5.89152 -1.26048 3.32374
H -4.92557 -1.00721 4.79102
C -3.36360 -2.79084 -3.67956
Si -3.19171 -1.60508 -2.20804
C -4.21974 -0.09752 -2.72040
C -4.18204 -2.37561 -0.78550
Si -1.02528 -1.06168 -1.48597
Si -0.22291 0.03220 -3.39783
C -0.90662 1.80020 -3.46902
C 1.65153 0.27564 -3.43558
C -0.65778 -0.72895 -5.07608
Si 0.00829 -3.17615 -1.44957
C 1.01627 -3.61246 -2.99438
C 1.18807 -3.28963 0.04276
C -1.16851 -4.65190 -1.23780
H -4.37626 -3.20625 -3.70999
H -2.65971 -3.62369 -3.64717
H -3.19501 -2.26334 -4.62011
H -5.25609 -0.40200 -2.90125
H -3.84449 0.35920 -3.63853
H -4.21911 0.66489 -1.93870
H -5.21527 -2.55496 -1.10134
H -4.19379 -1.69716 0.07406
H -3.75768 -3.32510 -0.45417
H -0.45154 2.40812 -2.68198
H -1.99006 1.82955 -3.34552
H -0.66124 2.26356 -4.43017
H 2.01976 0.65784 -2.48357
H 1.90816 1.00399 -4.21261
H 2.18590 -0.64887 -3.66242
H -1.72002 -0.61033 -5.30016
H -0.42152 -1.79319 -5.12310
H -0.09408 -0.21909 -5.86437
H 1.73409 -2.83139 -3.25536
H 0.35987 -3.75172 -3.85714
H 1.56561 -4.54685 -2.83760
H 2.14367 -3.75125 -0.22582
H 0.74809 -3.91064 0.82912
H 1.38897 -2.30032 0.46041
H -1.94126 -4.70059 -2.00558
H -1.67394 -4.63935 -0.26971
H -0.58665 -5.57841 -1.28812
O 1.70608 0.17209 0.43723
As 3.18453 0.86436 0.26583
C 4.37870 -0.30407 -0.67867
C 5.75740 -0.12073 -0.69110
C 6.55928 -1.01074 -1.38969
C 5.98245 -2.08265 -2.06014
C 4.60764 -2.27042 -2.03307
C 3.80043 -1.37807 -1.34194
C 4.10839 1.27059 1.90993
C 4.20898 2.57444 2.37973
C 4.80644 2.82061 3.60919
C 5.29708 1.76603 4.36573
C 5.19476 0.46185 3.89699
C 4.60121 0.21292 2.66933
C 2.99906 2.54239 -0.65256
C 4.07148 3.23816 -1.19760
C 3.84713 4.44158 -1.84906
C 2.55521 4.94350 -1.95002
C 1.48723 4.24403 -1.40653
C 1.70405 3.03671 -0.75634
H 6.20929 0.70012 -0.14486
H 7.63292 -0.87431 -1.40552
H 6.61111 -2.77840 -2.60122
H 4.15808 -3.10984 -2.54857
H 2.72589 -1.50793 -1.30354
H 3.81854 3.39614 1.79117
H 4.88838 3.83613 3.97495
H 5.76313 1.95954 5.32351
H 5.57686 -0.36001 4.48847
H 4.51423 -0.80440 2.30441
H 5.07815 2.84156 -1.12938
H 4.67671 4.98340 -2.28453
H 2.38131 5.88076 -2.46302
H 0.48076 4.63231 -1.49910
H 0.88145 2.45566 -0.34952
*
```

The LUMO energy comes out at 0.0128 hartree. The energy above the lowest of the compared OMol25 structures with the same formula, charge and spin comes out at 16.7 kcal/mol. As for the total energy: -198636.0708 eV. For the orbital gap, the calculation gives 5.94 eV.

Results of the Löwdin charge analysis, in e, for atoms 1 through 2: atom 1 (Cu): 0.056, atom 2 (C): -0.036